This record from the Open Molecules 2025 dataset describes a structure of composition C19H25N2Tc in a non-equilibrium geometry. The level of theory is ωB97M-V/def2-TZVPD.

Calculated values
**LUMO (alpha / beta)**: -0.11285 / -0.21450 hartree
**Max |F|**: 2.96 eV/A
**Multiplicity**: 4
**Net charge**: +1
**Electronic energy**: -25274.7328 eV
**Energy relative to the best compared isomer or geometry (same formula, charge and spin)**: 93.4 kcal per mole
**E_HOMO (alpha / beta)**: -8.14 / -11.07 eV

```
47
Properties=species:S:1:pos:R:3:lowdin_charge:R:1
C 0.21 -0.10 -2.48 -0.462
C 0.79 1.29 -2.53 -0.122
C 0.98 -1.04 -3.40 -0.100
C -1.24 -0.02 -2.94 -0.126
H 0.82 -0.70 -4.45 0.104
H 0.58 -2.06 -3.28 0.068
H 2.05 -1.03 -3.19 0.052
H 0.58 1.74 -3.52 0.106
H 1.88 1.24 -2.39 0.066
H 0.31 1.88 -1.75 0.038
H -1.33 0.41 -3.97 0.102
H -1.77 0.62 -2.24 0.074
H -1.67 -1.05 -2.97 0.073
C 1.80 -1.01 1.63 -0.182
C 2.26 -1.73 0.45 -0.210
C 2.50 -0.77 -0.59 -0.187
H 2.42 -2.80 0.36 0.115
C 2.41 0.54 0.00 -0.101
C 2.04 0.40 1.36 -0.086
H 2.02 1.21 2.10 0.122
H 1.60 -1.46 2.62 0.113
H 2.92 -0.98 -1.59 0.109
H 2.60 1.47 -0.55 0.111
C -1.67 -1.62 0.99 -0.111
C -0.52 -2.43 1.36 -0.173
C -0.08 -3.10 0.14 -0.154
H -0.19 -2.62 2.39 0.118
C -0.79 -2.55 -0.96 -0.220
C -1.80 -1.68 -0.43 -0.149
H -2.52 -1.13 -1.05 0.109
H -2.34 -1.12 1.69 0.107
H 0.66 -3.90 0.07 0.126
H -0.65 -2.78 -2.01 0.100
Tc 0.33 -0.98 -0.06 1.362
N -1.25 0.03 3.35 0.164
C -1.12 1.26 2.70 -0.351
C -1.87 2.33 3.22 -0.012
C -1.79 3.56 2.57 -0.085
C -1.03 3.63 1.40 -0.014
C -0.41 2.47 0.89 -0.152
N -0.39 1.30 1.57 0.019
H -0.37 -0.50 3.29 0.091
H -1.51 0.19 4.33 0.122
H -2.44 2.09 4.13 0.123
H -2.27 4.42 2.97 0.099
H -0.87 4.58 0.86 0.129
H 0.08 2.49 -0.09 0.076
```